(1)
Entry from OMol25: a 5-piece molecular cluster, H10O5 overall at a distorted geometry (ωB97M-V/def2-TZVPD).

Properties
**HOMO energy**: -11.53 eV
**Net charge**: 0
**E**: -382.187055 Eh
**Orbital gap**: 11.92 eV
**Multiplicity**: 1

Geometry (Å):
O 9.2385 -2.8099 7.3787
H 8.5917 -2.5939 8.0432
H 9.5365 -1.9575 7.0290
O 6.0499 -3.4266 7.0436
H 6.7136 -3.7575 6.4113
H 6.4107 -3.7495 7.8595
O 4.4776 -1.1443 6.3016
H 5.3731 -0.8094 6.5297
H 4.4965 -2.0621 6.5988
O 5.2990 1.1323 4.7976
H 4.7277 0.3699 4.7488
H 4.8411 1.8829 4.4740
O 7.5947 -0.5687 6.9122
H 7.2197 -1.4575 6.8708
H 6.9584 0.0673 6.5980

(2)
Entry from OMol25: a 5-piece molecular cluster, H10O5 overall at a distorted geometry (ωB97M-V/def2-TZVPD).

Properties
**HOMO energy**: -11.02 eV
**Net charge**: 0
**E**: -382.182290 Eh
**Orbital gap**: 11.22 eV
**Multiplicity**: 1

Geometry (Å):
H -0.5108 -1.1782 0.6323
H 0.1977 -1.6977 1.9048
H -2.4975 -0.4058 -1.2641
H -2.8272 -1.2907 0.0180
H -2.0544 1.4249 0.4229
H -0.4854 1.9524 0.4625
H 1.7289 0.9602 0.0652
H 0.9353 2.0920 -0.4761
H 1.8526 -1.2294 -0.2535
H 2.6607 -1.0744 -1.5367
O 0.3568 -1.5937 0.9407
O -2.1409 -0.9930 -0.5601
O -1.3257 1.8503 -0.0336
O 1.5045 1.8836 0.3483
O 2.6054 -0.7005 -0.6706

(3)
Entry from OMol25: a 5-piece molecular cluster, H10O5 overall at a distorted geometry (ωB97M-V/def2-TZVPD).

Properties
**HOMO energy (alpha / beta)**: -15.62 / -14.09 eV
**Net charge**: +1
**E**: -381.759214 Eh
**Orbital gap (alpha / beta)**: 12.21 / 2.34 eV
**Multiplicity**: 2

Geometry (Å):
O -0.5062 0.3556 0.0455
H -0.2641 1.2214 0.3742
H 0.2870 -0.1704 0.1477
O 3.4101 -0.3566 1.8322
H 4.1675 -0.3414 1.2471
H 2.6998 -0.7093 1.2963
O -2.1300 2.7928 -1.6555
H -2.6422 2.4280 -0.9338
H -2.3024 2.2068 -2.3924
O 1.9367 -1.1591 -0.1137
H 2.2932 -2.0224 -0.3231
H 2.1239 -0.6280 -0.8878
O -2.9636 -1.4052 0.7847
H -3.6796 -1.5131 0.1586
H -2.4303 -0.6990 0.4200

(4)
Entry from OMol25: H11LiO6 as an isolated structure at a distorted geometry (ωB97M-V/def2-TZVPD).

Properties
**HOMO energy**: -8.40 eV
**Net charge**: 0
**E**: -465.582663 Eh
**Orbital gap**: 8.14 eV
**Multiplicity**: 1

Geometry (Å):
Li 0.7961 -0.1034 -0.3309
O 0.3296 -1.3064 0.9815
H 0.5669 -2.0342 0.3561
O -1.7826 -0.3275 2.4172
H -2.1257 -1.1101 2.9305
H -0.9338 -0.8253 1.9767
O -2.1897 -0.2233 -0.5928
H -2.1281 -0.1269 0.4016
H -1.9846 -1.1686 -0.4968
O 2.4032 0.3508 -0.4178
H 3.1764 0.0724 0.2870
H 2.8545 0.9922 -0.9310
O 0.2148 -0.2353 -2.5638
H -0.0248 0.3056 -3.2315
H -0.3949 -0.9404 -2.5398
O 0.3328 1.8174 0.4181
H 0.8646 2.1502 1.1727
H 0.0253 2.7128 0.1629

(5)
Entry from OMol25: a 5-piece molecular cluster, H11NO4 overall (ωB97M-V/def2-TZVPD).

Properties
**HOMO energy**: -10.27 eV
**Net charge**: 0
**E**: -362.304543 Eh
**Orbital gap**: 10.89 eV
**Multiplicity**: 1

Geometry (Å):
N 0.2519 2.8666 -0.7272
H -0.5998 2.3662 -0.5250
H 0.0512 3.8143 -1.0051
H 0.7749 2.3826 -1.4430
H -0.7351 -2.6547 0.8417
H -1.5789 -1.4636 1.2062
O -1.6495 -2.4224 1.0820
H 2.7413 -3.3854 0.5316
H 1.9135 -2.0937 0.4553
O 1.8964 -3.0039 0.7806
H 2.2852 0.1597 0.6701
H 1.3940 1.2093 -0.0292
O 1.5346 0.2549 0.0780
H -3.2917 1.1831 -0.3977
H -2.5723 -0.0542 -0.9227
O -2.4156 0.8412 -0.5956

(6)
Entry from OMol25: a 5-piece molecular cluster, H11NO4 overall at a distorted geometry (ωB97M-V/def2-TZVPD).

Properties
**HOMO energy (alpha / beta)**: -14.71 / -14.64 eV
**Net charge**: +1
**E**: -361.900405 Eh
**Orbital gap (alpha / beta)**: 10.87 / 3.62 eV
**Multiplicity**: 2

Geometry (Å):
N -2.7490 -0.1361 -2.3649
H -2.9610 0.1473 -1.4080
H -3.6397 -0.4848 -2.7379
H -2.4788 0.6889 -2.8921
H 2.7722 1.4093 2.7750
H 2.4516 0.3341 1.9753
O 1.9586 1.1126 2.3151
H 2.6893 -0.6478 -0.7094
H 1.7945 -0.5619 0.5279
O 2.7064 -0.7439 0.2557
H -0.9588 -0.7493 -0.2859
H -0.3233 -1.7359 -1.3331
O -0.3550 -1.5122 -0.3831
H -0.4552 1.7069 1.2988
H 0.1925 0.4208 1.6820
O -0.6441 0.7521 1.2847

(7)
Entry from OMol25: a 6-piece molecular cluster, H11O6 overall at a distorted geometry (ωB97M-V/def2-TZVPD).

Properties
**HOMO energy**: -5.24 eV
**Net charge**: -1
**E**: -458.092523 Eh
**Orbital gap**: 9.36 eV
**Multiplicity**: 1

Geometry (Å):
O -1.3644 0.6786 -2.4054
H -1.9887 -0.0014 -2.6573
O -1.6910 2.4852 -0.2398
H -1.3418 1.6546 0.0518
H -1.8972 2.2415 -1.1438
O 0.3673 -0.7527 -1.1475
H 1.1360 -0.2117 -1.3660
H -0.7106 0.2598 -1.7341
O 0.9921 -0.4705 1.5309
H 0.9540 -1.4152 1.3782
H 0.7934 -0.1683 0.6098
O 2.0421 -2.9168 -0.5658
H 1.2899 -3.0082 -1.1692
H 1.9272 -1.9402 -0.4451
O -0.4869 1.2378 3.3240
H 0.1266 1.9276 3.0555
H -0.1481 0.3999 2.9238

(8)
Entry from OMol25: a 6-piece molecular cluster, H11S6 overall at a distorted geometry (ωB97M-V/def2-TZVPD).

Properties
**HOMO energy (alpha / beta)**: -9.82 / -9.82 eV
**Net charge**: 0
**E**: -2395.589872 Eh
**Orbital gap (alpha / beta)**: 10.13 / 6.58 eV
**Multiplicity**: 2

Geometry (Å):
S -2.0357 3.4407 2.2525
H -1.3088 2.4466 1.7246
S -2.4950 0.3899 -2.9202
H -2.8022 0.8745 -1.7092
H -1.8240 -0.5603 -2.2909
S -1.1236 -0.2133 0.6776
H -2.4118 -0.5563 0.5402
H -2.7062 2.6963 3.1398
S 2.2916 -2.1611 4.6828
H 3.5238 -1.6421 4.7325
H 1.5888 -1.3790 3.8491
S -2.2452 -3.6288 -0.1356
H -1.7483 -2.6919 -0.9601
H -2.0175 -2.8168 0.9084
S 4.7847 2.0377 -5.2839
H 5.4882 0.9548 -4.9792
H 5.0413 2.8092 -4.2284

(9)
Entry from OMol25: H12Li6O22S4 as an isolated structure at a distorted geometry (ωB97M-V/def2-TZVPD).

Properties
**HOMO energy**: -0.30 eV
**Net charge**: -2
**E**: -3300.876858 Eh
**Orbital gap**: 1.52 eV
**Multiplicity**: 1

Geometry (Å):
Li -9.2048 5.4951 17.8158
Li -8.6992 6.4511 11.9069
Li -7.3690 3.5611 12.9197
Li -11.8952 5.3458 14.4503
Li -7.5653 2.1170 15.9959
Li -11.3523 2.6234 14.8121
S -11.5461 6.9672 12.5191
O -10.3125 7.4571 11.8134
O -12.7059 7.6259 11.9208
O -11.7043 5.5132 12.4061
O -11.5330 7.2321 13.9828
S -14.5141 4.2221 14.0226
O -15.2758 2.9865 13.7545
O -14.8174 5.2325 13.0074
O -14.8993 4.6954 15.3486
O -13.0439 3.9609 14.0091
S -11.9081 4.0124 17.3846
O -11.9508 2.6967 16.6903
O -12.0820 5.0397 16.3249
O -12.9859 4.1333 18.3736
O -10.5908 4.2200 18.0312
S -8.8477 4.7634 14.7158
O -8.3020 5.4208 13.5027
O -10.1507 4.2149 14.4179
O -7.9456 3.6124 15.0018
O -8.9131 5.6969 15.8380
O -6.6617 1.5784 13.4918
H -7.4744 1.0393 13.4401
H -5.9755 0.9571 13.7916
O -6.9841 7.4413 11.8468
H -6.2525 6.9143 11.4973
H -6.8138 8.3424 11.5435
O -5.4851 4.1609 13.1710
H -5.2641 4.2441 14.1109
H -4.6961 3.7898 12.7570
O -10.0316 7.1940 18.3041
H -9.8805 7.8873 18.9507
H -10.1088 7.6727 17.4307
O -9.7572 8.2264 15.8098
H -10.4867 8.1399 15.1424
H -9.3677 7.3260 15.8286
O -6.6399 7.8880 14.6787
H -6.5940 7.4310 13.8314
H -7.2989 7.3912 15.1812

(10)
Entry from OMol25: H12LiO14S2 as an isolated structure at a distorted geometry (ωB97M-V/def2-TZVPD).

Properties
**HOMO energy**: 2.93 eV
**Net charge**: -3
**E**: -1864.437855 Eh
**Orbital gap**: 2.92 eV
**Multiplicity**: 1

Geometry (Å):
Li 11.4616 -11.5721 12.4344
S 12.8171 -14.3673 11.6690
O 12.6364 -15.5586 12.4870
O 14.1842 -14.0971 11.3428
O 11.9514 -14.4294 10.4880
O 12.4040 -13.2014 12.4301
S 12.5867 -10.9009 9.3710
O 12.1194 -12.0083 8.5666
O 13.9421 -11.1004 9.7392
O 12.5095 -9.6121 8.7060
O 11.7243 -10.8642 10.5854
O 9.6586 -12.3820 10.0140
H 10.5330 -12.0401 10.2003
H 9.0680 -11.8109 10.5052
O 12.5620 -10.3997 13.7486
H 13.1038 -9.6155 13.6602
H 12.3326 -10.4295 14.6774
O 12.5544 -12.9222 15.1846
H 12.3069 -12.9728 14.2614
H 13.0141 -13.7443 15.3553
O 10.1050 -8.8362 10.9674
H 10.4963 -7.9636 11.0082
H 10.8395 -9.4200 10.7781
O 9.4769 -11.5444 13.0104
H 9.0789 -11.7007 13.8668
H 8.8543 -10.9766 12.5564
O 9.3654 -14.3720 12.0793
H 9.9309 -13.8286 11.5304
H 8.4782 -14.0736 11.8791

(11)
Entry from OMol25: a 5-piece molecular cluster, H12NO4 overall at a distorted geometry (ωB97M-V/def2-TZVPD).

Properties
**HOMO energy**: -15.37 eV
**Net charge**: +1
**E**: -362.699508 Eh
**Orbital gap**: 12.42 eV
**Multiplicity**: 1

Geometry (Å):
N 0.3159 -0.1914 -0.1408
H 0.1581 -0.6891 0.7468
H 0.3132 -0.8046 -0.9649
H 1.1430 0.4199 -0.1546
H -0.5423 0.3506 -0.2554
H 1.2106 2.9935 -0.5108
H 2.3437 2.2836 -1.4125
O 1.6091 2.1718 -0.8054
H -0.7470 -1.9532 2.8318
H 0.1862 -2.8639 2.0271
O -0.1224 -1.9535 2.0927
H -1.1316 -1.6845 -3.3335
H 0.0888 -2.5077 -2.7798
O -0.5282 -1.7955 -2.5953
H -1.7694 2.7849 1.7842
H -1.2093 1.4012 2.0921
O -1.3185 2.0378 1.3784

The energy above the lowest of the compared OMol25 structures with the same formula, charge and spin results, record by record, are as follows: 1.010 1.140 1.626 0.120 0.910 1.947 0.724 0.000 0.000 0.000 0.498 eV.